Computed, not measured: 11 unconnected molecules or ions with the total composition C34H66O23S5, with ωB97M-V/def2-TZVPD.

Each atom is followed by the atoms it is bonded to, with distances in Å.
Atoms and positions in Å:
1 S 0.9826 0.9311 1.0172  O14 1.498, C29 1.830, C40 1.861
2 S -1.1237 -7.7164 2.3264  O12 1.554, C53 1.824, C61 1.782
3 S 3.3141 -6.0901 -6.5366  O9 1.516, C35 1.856, C55 1.825
4 S 9.5161 -1.3564 -1.2581  O17 1.539, C47 1.804, C62 1.828
5 S -0.4136 5.0009 11.1761  O28 1.529, C36 1.841, C39 1.832
6 O 6.8164 -4.3636 5.8679  C33 1.286, C56 1.344
7 O 4.8735 2.1721 -8.4121  C41 1.296, C45 1.434
8 O -12.4732 0.1502 0.3298  C32 1.234
9 O 3.4310 -6.0067 -5.0277  S3 1.516
10 O -6.6121 5.6666 -4.2330  C49 1.262
11 O -11.1412 -1.3178 1.5218  C32 1.358, C44 1.406
12 O -1.4427 -9.1562 2.8167  S2 1.554
13 O -7.5524 -7.0706 -5.8404  C52 1.377, C58 1.321
14 O 0.6510 -0.0162 2.1295  S1 1.498
15 O -5.5861 -7.3873 -6.7602  C54 1.464, C58 1.328
16 O 2.6667 9.3458 6.6431  C42 1.237
17 O 9.6518 -0.5824 0.0655  S4 1.539
18 O 4.4750 9.6124 7.9012  C34 1.380, C42 1.233
19 O -5.9667 -5.6024 -5.3885  C58 1.228
20 O 5.1529 3.8295 -9.7155  C38 1.419, C41 1.276
21 O -4.3492 5.8508 -3.8898  C49 1.338, C57 1.401
22 O -10.4543 -0.6098 -0.4400  C32 1.348, C46 1.404
23 O -5.2863 7.3339 -5.2616  C43 1.442, C49 1.387
24 O 2.8423 10.8379 8.3316  C42 1.332, C51 1.428
25 O 6.7698 3.3941 -8.3019  C41 1.231
26 O 6.3540 -4.1321 7.9852  C33 1.376, C59 1.388
27 O 8.5221 -4.1288 7.2687  C33 1.209
28 O 1.0329 4.6952 10.7865  S5 1.529
29 C 0.1544 0.3960 -0.5246  S1 1.830, H70 1.090, H102 1.090, H115 1.090
30 C 4.0154 -3.6343 7.8566  C59 1.525, H67 1.090, H120 1.090, H127 1.090
31 C 3.3819 3.5064 -11.3779  C38 1.553, H79 1.090, H84 1.090, H87 1.090
32 C -11.4727 -0.5637 0.4417  O8 1.234, O11 1.358, O22 1.348
33 C 7.3428 -4.2618 7.0371  O6 1.286, O26 1.376, O27 1.209
34 C 4.8545 10.3115 9.0289  O18 1.380, C51 1.537, H75 1.090, H105 1.090
35 C 3.2542 -7.9042 -6.9252  S3 1.856, H78 1.090, H108 1.090, H111 1.090
36 C -0.9914 3.6785 12.3192  S5 1.841, H110 1.090, H123 1.090, H126 1.090
37 C -3.6289 9.1265 -4.6810  C43 1.554, H68 1.090, H114 1.090, H128 1.090
38 C 3.7890 3.4756 -9.8799  O20 1.419, C31 1.553, C45 1.591, H63 1.090
39 C -1.5265 4.5405 9.7961  S5 1.832, H95 1.090, H98 1.090, H124 1.090
40 C -0.0660 2.3630 1.5755  S1 1.861, H89 1.090, H100 1.090, H116 1.090
41 C 5.6642 3.1324 -8.7766  O7 1.296, O20 1.276, O25 1.231
42 C 3.3122 9.8519 7.5690  O16 1.237, O18 1.233, O24 1.332
43 C -3.8898 7.6920 -5.2197  O23 1.442, C37 1.554, C57 1.497, H65 1.090
44 C -9.8428 -1.8287 1.3462  O11 1.406, C46 1.485, H106 1.090, H122 1.090
45 C 3.6144 2.1023 -9.0948  O7 1.434, C38 1.591, H71 1.090, H93 1.090
46 C -9.3829 -1.4037 -0.0004  O22 1.404, C44 1.485, C48 1.567, H91 1.090
47 C 7.7875 -1.8649 -1.3394  S4 1.804, H72 1.090, H74 1.090, H88 1.090
48 C -8.1262 -0.4938 -0.2223  C46 1.567, H99 1.090, H107 1.090, H109 1.090
49 C -5.5048 6.2340 -4.4446  O10 1.262, O21 1.338, O23 1.387
50 C 3.1783 11.4784 10.5523  C51 1.487, H86 1.090, H101 1.090, H112 1.090
51 C 3.8076 11.4231 9.2062  O24 1.428, C34 1.537, C50 1.487, H94 1.090
52 C -7.7175 -8.2878 -6.4630  O13 1.377, C54 1.483, C60 1.545, H83 1.090
53 C -1.9902 -6.6048 3.4835  S2 1.824, H73 1.090, H96 1.090, H125 1.090
54 C -6.4352 -8.5049 -7.1749  O15 1.464, C52 1.483, H81 1.090, H82 1.090
55 C 4.9628 -5.6346 -7.1732  S3 1.825, H77 1.090, H85 1.090, H113 1.090
56 C 5.4768 -4.2591 5.8630  O6 1.344, C59 1.560, H66 1.090, H119 1.090
57 C -3.2834 6.5350 -4.4877  O21 1.401, C43 1.497, H117 1.090, H118 1.090
58 C -6.2924 -6.6758 -5.8893  O13 1.321, O15 1.328, O19 1.228
59 C 5.1669 -4.5085 7.3714  O26 1.388, C30 1.525, C56 1.560, H121 1.090
60 C -8.9646 -8.2718 -7.3741  C52 1.545, H64 1.090, H69 1.090, H103 1.090
61 C -2.1881 -7.3651 0.9413  S2 1.782, H80 1.090, H90 1.090, H104 1.090
62 C 10.0930 -3.0109 -0.7357  S4 1.828, H76 1.090, H92 1.090, H97 1.090
63 H 3.2364 4.2346 -9.3261  C38 1.090
64 H -9.7892 -8.0527 -6.6957  C60 1.090
65 H -3.4862 7.5904 -6.2271  C43 1.090
66 H 5.1327 -4.9890 5.1303  C56 1.090
67 H 4.2528 -2.5719 7.8020  C30 1.090
68 H -4.2044 9.8864 -5.2097  C37 1.090
69 H -9.0483 -7.5987 -8.2273  C60 1.090
70 H -0.8222 -0.0541 -0.3463  C29 1.090
71 H 3.5873 1.2369 -9.7569  C45 1.090
72 H 7.6413 -2.8374 -1.8095  C47 1.090
73 H -1.8017 -5.5648 3.2171  C53 1.090
74 H 7.4101 -1.8428 -0.3170  C47 1.090
75 H 5.7843 10.8622 8.8868  C34 1.090
76 H 11.0313 -2.8268 -0.2126  C62 1.090
77 H 5.0085 -5.6893 -8.2609  C55 1.090
78 H 3.0932 -8.1101 -7.9834  C35 1.090
79 H 2.3268 3.2676 -11.5114  C31 1.090
80 H -2.3677 -6.3101 0.7343  C61 1.090
81 H -5.9428 -9.4555 -6.9702  C54 1.090
82 H -6.5550 -8.5109 -8.2583  C54 1.090
83 H -7.7303 -8.9497 -5.5971  C52 1.090
84 H 3.9805 2.7912 -11.9420  C31 1.090
85 H 5.6771 -6.3478 -6.7620  C55 1.090
86 H 2.2279 12.0072 10.4808  C50 1.090
87 H 3.5667 4.5026 -11.7799  C31 1.090
88 H 7.3060 -1.1281 -1.9823  C47 1.090
89 H 0.1014 3.2231 0.9271  C40 1.090
90 H -1.7100 -7.8309 0.0796  C61 1.090
91 H -9.3694 -2.2511 -0.6859  C46 1.090
92 H 10.3465 -3.6998 -1.5415  C62 1.090
93 H 2.7337 2.1284 -8.4531  C45 1.090
94 H 4.1502 12.3685 8.7855  C51 1.090
95 H -2.5719 4.5266 10.1044  C39 1.090
96 H -3.0792 -6.6519 3.4749  C53 1.090
97 H 9.4253 -3.4114 0.0271  C62 1.090
98 H -1.4181 5.3048 9.0265  C39 1.090
99 H -7.8025 -0.3134 -1.2474  C48 1.090
100 H -1.0796 1.9632 1.5466  C40 1.090
101 H 3.8229 12.0876 11.1860  C50 1.090
102 H 0.6989 -0.3999 -1.0328  C29 1.090
103 H -9.0509 -9.3098 -7.6954  C60 1.090
104 H -3.1446 -7.8632 1.0994  C61 1.090
105 H 5.0082 9.7565 9.9543  C34 1.090
106 H -9.7598 -2.9144 1.3956  C44 1.090
107 H -7.2565 -0.8972 0.2962  C48 1.090
108 H 4.2269 -8.2961 -6.6279  C35 1.090
109 H -8.1706 0.5224 0.1695  C48 1.090
110 H -0.6863 4.0279 13.3056  C36 1.090
111 H 2.4763 -8.4050 -6.3488  C35 1.090
112 H 3.0492 10.5123 11.0402  C50 1.090
113 H 5.3073 -4.6181 -6.9827  C55 1.090
114 H -2.6193 9.4719 -4.9036  C37 1.090
115 H 0.1314 1.2945 -1.1412  C29 1.090
116 H 0.3658 2.5717 2.5543  C40 1.090
117 H -2.4891 6.8255 -3.8000  C57 1.090
118 H -2.7365 6.0697 -5.3077  C57 1.090
119 H 5.0544 -3.3164 5.5151  C56 1.090
120 H 3.1128 -3.7853 7.2645  C30 1.090
121 H 4.9207 -5.5379 7.6318  C59 1.090
122 H -9.0855 -1.2876 1.9135  C44 1.090
123 H -0.6076 2.7067 12.0089  C36 1.090
124 H -1.3227 3.5377 9.4206  C39 1.090
125 H -1.7666 -6.8347 4.5252  C53 1.090
126 H -2.0744 3.7113 12.4387  C36 1.090
127 H 3.8998 -3.8916 8.9095  C30 1.090
128 H -3.7483 9.3139 -3.6139  C37 1.090

Results
**HOMO-LUMO gap**: 9.1047 eV
**Energy above the lowest of the compared OMol25 structures with the same formula, charge and spin**: 458.04 kJ/mol
**DFT total energy**: -5056.28221 Ha
**E_HOMO**: -8.909 eV